# 1
{"formula": "C34H31BF2N10SW", "method": "ωB97M-V/def2-TZVPD", "molar_mass_g_mol": 844.4, "total_charge": 3, "s2": 3.795, "homo_energy_ev": [-16.1354, -16.1420], "multiplicity": 4, "symbols": ["W", "C", "C", "C", "C", "N", "N", "B", "N", "C", "C", "C", "C", "N", "N", "C", "C", "C", "C", "N", "N", "C", "C", "C", "C", "N", "H", "H", "H", "H", "H", "H", "H", "H", "H", "H", "H", "H", "H", "H", "H", "H", "H", "H", "H", "H", "F", "C", "C", "C", "C", "C", "F", "C", "C", "C", "C", "C", "C", "N", "H", "H", "H", "H", "H", "H", "S", "C", "N", "C", "C", "C", "C", "C", "C", "H", "H", "H", "H", "H"], "positions_angstrom": [[0.06756, 0.20388, -0.09926], [-0.03950, -3.64133, 0.50863], [1.24439, -2.89046, 0.43899], [2.53639, -3.40818, 0.43256], [3.37086, -2.32242, 0.28945], [2.62926, -1.20677, 0.23354], [1.30188, -1.55181, 0.31059], [2.96559, 0.28037, 0.02333], [2.35748, 1.09662, 1.21963], [3.01437, 1.75432, 2.18531], [2.09482, 2.30295, 3.05982], [0.83964, 1.93685, 2.57972], [-0.50772, 2.28039, 3.11643], [1.01186, 1.19312, 1.47072], [2.20244, 0.66684, -1.36557], [2.77917, 1.24283, -2.45101], [2.09922, 0.87622, -3.58926], [1.03987, 0.07019, -3.16975], [-0.01851, -0.60665, -3.96777], [1.10974, -0.05888, -1.83819], [4.41364, 0.65807, -0.02035], [5.51539, 0.10228, 0.57189], [6.51733, 1.02400, 0.53019], [5.95150, 2.17238, -0.07995], [6.59873, 3.47780, -0.37583], [4.68531, 1.94022, -0.39058], [0.06114, -4.59111, -0.01321], [-0.83917, -3.07340, 0.03972], [-0.32688, -3.86871, 1.53587], [2.82396, -4.44232, 0.51553], [4.44223, -2.30099, 0.20743], [4.09244, 1.79744, 2.20270], [2.30524, 2.89484, 3.93428], [-0.48151, 3.26980, 3.56947], [-0.81393, 1.58268, 3.89851], [-1.25981, 2.26962, 2.32835], [3.66362, 1.84728, -2.33791], [2.34949, 1.14798, -4.60120], [0.33580, -0.78399, -4.98080], [-0.91996, 0.00656, -4.04168], [-0.28511, -1.56034, -3.51497], [5.51587, -0.87814, 1.01339], [7.52692, 0.91129, 0.88745], [7.66191, 3.44908, -0.15628], [6.14983, 4.27809, 0.21548], [6.45507, 3.75228, -1.42077], [-4.37509, -2.26406, -2.19533], [-3.70380, -1.16087, -2.11453], [-2.51903, -1.15870, -1.34151], [-1.75619, -0.02780, -1.21811], [-2.22697, 1.15974, -1.88873], [-3.44450, 1.10591, -2.65358], [-3.88799, 2.19121, -3.24717], [-4.18044, -0.03232, -2.78089], [-1.43943, 2.34632, -1.70067], [-1.63442, 3.56802, -2.35827], [-0.75136, 4.61767, -2.14837], [0.30996, 4.42493, -1.28385], [0.43935, 3.20047, -0.63248], [-0.40277, 2.17955, -0.81110], [-2.26045, -2.08338, -0.84391], [-5.09625, -0.04874, -3.35812], [-2.45685, 3.70346, -3.04026], [-0.89166, 5.56356, -2.65431], [1.03939, 5.20212, -1.10142], [1.25478, 3.05468, 0.06271], [-1.87599, -1.90096, 3.57275], [-0.78365, -1.23056, 2.47095], [-1.27101, -0.38366, 1.58599], [-2.64053, -0.17714, 1.82240], [-3.47012, 0.78498, 1.24098], [-4.78595, 0.86807, 1.64488], [-5.30162, 0.01446, 2.62819], [-4.48499, -0.90294, 3.25322], [-3.15151, -0.97094, 2.85520], [0.26271, -1.49225, 2.51874], [-3.07649, 1.48794, 0.51914], [-5.42988, 1.62148, 1.21046], [-6.33566, 0.10578, 2.92997], [-4.86114, -1.54163, 4.04138]], "atomic_forces_ev_per_a": [[-0.37, -0.75, 0.34], [0.04, -0.02, -0.02], [-0.02, -0.04, -0.17], [-0.07, -0.01, 0.05], [-0.02, -0.04, -0.04], [0.03, -0.10, -0.11], [0.00, 0.31, 0.41], [0.66, 0.09, 0.10], [-0.09, 0.14, 0.03], [-0.01, 0.02, 0.04], [-0.12, -0.03, -0.02], [0.05, 0.05, 0.10], [0.05, 0.02, -0.01], [0.08, 0.03, 0.06], [0.13, -0.07, -0.10], [-0.01, 0.10, 0.01], [-0.13, 0.02, -0.02], [0.09, 0.10, 0.05], [-0.03, 0.02, 0.01], [0.11, -0.06, -0.28], [-0.22, -0.59, 0.02], [-0.01, 0.04, 0.03], [0.09, 0.19, 0.06], [-0.20, -0.38, -0.02], [-0.12, 0.26, -0.04], [0.00, 0.40, -0.12], [-0.02, 0.00, -0.01], [-0.05, -0.03, 0.05], [0.02, 0.01, 0.01], [-0.01, 0.00, -0.03], [0.00, 0.03, -0.03], [-0.01, -0.01, -0.09], [0.00, 0.00, 0.00], [-0.02, 0.01, -0.02], [0.01, -0.05, -0.04], [-0.04, 0.04, 0.05], [0.06, -0.04, 0.14], [0.00, -0.02, 0.00], [0.02, -0.01, 0.00], [0.03, 0.02, -0.03], [0.00, -0.01, -0.04], [0.02, 0.01, -0.03], [-0.01, -0.03, 0.01], [0.02, -0.01, -0.03], [0.04, -0.06, 0.07], [0.10, -0.07, -0.02], [-0.04, -0.06, 0.00], [0.03, 0.14, -0.04], [0.34, 0.00, 0.21], [-0.23, -0.06, -0.09], [0.26, 0.26, 0.14], [-0.20, -0.20, -0.09], [0.04, 0.05, 0.01], [-0.09, 0.11, -0.08], [-0.20, -0.19, -0.13], [-0.04, 0.04, -0.02], [0.21, 0.02, 0.16], [-0.21, 0.18, -0.24], [-0.05, -0.21, 0.21], [-0.04, 0.67, -0.26], [-0.06, -0.03, -0.04], [0.00, -0.04, 0.01], [0.00, -0.06, 0.01], [-0.01, -0.02, -0.03], [0.00, -0.01, 0.04], [0.00, -0.05, -0.02], [0.06, 0.11, -0.12], [-0.16, -0.03, 0.27], [0.28, -0.23, -0.16], [-0.16, 0.10, 0.16], [0.05, 0.00, -0.11], [0.03, 0.05, -0.05], [0.07, -0.05, 0.07], [-0.11, -0.03, 0.04], [0.16, 0.04, -0.10], [0.00, 0.00, -0.09], [-0.01, 0.00, -0.01], [0.01, 0.00, 0.01], [-0.01, -0.02, -0.02], [0.00, 0.03, 0.02]], "lowdin_charge": [1.755, 0.004, -0.296, 0.043, 0.008, 0.037, -0.067, -0.630, 0.020, 0.013, 0.048, -0.290, 0.008, -0.111, 0.017, -0.002, 0.053, -0.272, 0.016, -0.094, -0.028, -0.056, 0.015, -0.320, -0.012, 0.089, 0.108, 0.047, 0.088, 0.135, 0.129, 0.143, 0.134, 0.105, 0.100, 0.062, 0.123, 0.135, 0.108, 0.081, 0.092, 0.112, 0.123, 0.089, 0.086, 0.086, 0.220, -0.184, 0.015, -0.210, -0.076, -0.168, 0.161, 0.145, -0.173, 0.085, 0.035, 0.047, -0.048, -0.026, 0.109, 0.169, 0.132, 0.144, 0.142, 0.120, 1.202, -0.464, -0.111, -0.311, -0.037, -0.033, -0.028, -0.040, -0.427, 0.090, 0.098, 0.123, 0.129, 0.131]}


# 2
{"formula": "C34H31BrN5O2PRu", "method": "ωB97M-V/def2-TZVPD", "molar_mass_g_mol": 753.6, "total_charge": 3, "s2": 0.861, "homo_energy_ev": [-16.3067, -16.2468], "multiplicity": 2, "symbols": ["Ru", "C", "O", "C", "C", "C", "Br", "C", "C", "C", "O", "C", "N", "C", "C", "C", "C", "C", "C", "N", "H", "H", "H", "H", "H", "H", "H", "H", "H", "H", "H", "N", "P", "C", "C", "C", "C", "C", "C", "C", "C", "C", "C", "C", "C", "C", "C", "C", "C", "C", "N", "H", "H", "H", "H", "H", "H", "H", "H", "H", "H", "H", "H", "H", "H", "H", "C", "C", "C", "N", "H", "H", "H", "H", "H"], "positions_angstrom": [[-0.25201, -0.18404, 0.55135], [2.89710, -1.02322, 0.01178], [1.96164, 0.07325, 0.18680], [2.45193, 1.37052, 0.23786], [3.80276, 1.68252, 0.20703], [4.20606, 3.01339, 0.27240], [6.03061, 3.41790, 0.24930], [3.26847, 4.03217, 0.34187], [1.90023, 3.72496, 0.33723], [1.50210, 2.39132, 0.32659], [0.15459, 2.01009, 0.39279], [0.97487, 4.84531, 0.28001], [1.32418, 6.07152, 0.71011], [0.27365, 6.85409, 0.46722], [0.12430, 8.25220, 0.72141], [-1.04672, 8.83114, 0.33896], [-2.07496, 8.06550, -0.27607], [-1.96395, 6.68608, -0.52508], [-0.79057, 6.10508, -0.13756], [-0.28766, 4.81294, -0.21961], [3.45057, -0.89109, -0.91562], [2.29091, -1.91978, -0.04059], [3.57286, -1.08030, 0.86359], [4.55383, 0.91076, 0.13385], [3.57299, 5.06748, 0.37362], [-0.36442, 2.59188, 0.97313], [0.92704, 8.80295, 1.19222], [-1.21230, 9.88746, 0.49772], [-2.98652, 8.56885, -0.57203], [-2.76767, 6.14198, -1.00344], [-0.69348, 4.07217, -0.76804], [-2.50070, 0.03245, 2.61519], [-2.45908, 0.02730, 0.92664], [-2.99231, 1.65996, 0.36480], [-3.77957, 2.49663, 1.15323], [-4.15113, 3.74790, 0.67885], [-3.74807, 4.16117, -0.58516], [-2.96370, 3.32994, -1.37616], [-2.58148, 2.08392, -0.90107], [-3.73673, -1.14376, 0.47752], [-3.76945, -2.38047, 1.12873], [-4.74562, -3.30510, 0.79892], [-5.67665, -3.01040, -0.19020], [-5.63806, -1.78805, -0.84820], [-4.67459, -0.84800, -0.51305], [-1.33398, 0.08498, 3.34083], [-1.33261, 0.15467, 4.73427], [-0.12815, 0.18419, 5.39643], [1.06575, 0.14763, 4.67066], [0.99181, 0.08130, 3.30804], [-0.18785, 0.05438, 2.63682], [-3.36634, -0.04174, 3.13147], [-4.09460, 2.18945, 2.14259], [-4.76431, 4.39377, 1.29316], [-4.06817, 5.12199, -0.96668], [-2.67164, 3.64168, -2.37176], [-1.98958, 1.43157, -1.52945], [-3.04980, -2.61646, 1.90544], [-4.78646, -4.25334, 1.31881], [-6.44437, -3.73130, -0.43863], [-6.37058, -1.55826, -1.60993], [-4.66960, 0.11004, -1.01450], [-2.27000, 0.18114, 5.27306], [-0.10858, 0.23038, 6.47740], [2.02686, 0.15981, 5.16283], [1.88332, 0.03895, 2.69803], [-2.47384, -4.44636, -1.87727], [-1.04021, -3.93469, -2.07007], [-0.76882, -2.75214, -1.26214], [-0.57625, -1.81937, -0.62211], [-2.62190, -5.30566, -2.52687], [-3.20430, -3.68181, -2.13979], [-2.64307, -4.75716, -0.84878], [-0.84878, -3.65835, -3.10971], [-0.30074, -4.69088, -1.79685]], "atomic_forces_ev_per_a": [[-0.36, 1.58, 0.23], [0.09, 0.15, -0.01], [0.01, 0.14, 0.05], [-0.30, -0.08, -0.01], [-0.12, 0.02, -0.04], [-0.15, 0.15, 0.03], [0.01, 0.01, 0.01], [0.05, -0.19, -0.02], [0.09, 0.10, -0.08], [0.05, -0.43, 0.10], [0.07, -0.36, 0.27], [-0.02, 0.01, 0.03], [-0.09, 0.21, -0.01], [0.16, -0.07, 0.13], [-0.01, 0.07, 0.01], [0.00, 0.03, 0.04], [0.10, 0.09, 0.03], [0.10, 0.03, -0.13], [-0.02, 0.00, -0.10], [0.09, 0.04, 0.09], [0.01, 0.02, -0.01], [-0.03, -0.01, 0.01], [0.01, 0.01, 0.01], [0.01, -0.05, 0.01], [0.02, 0.02, 0.00], [0.13, -0.04, -0.01], [0.00, 0.01, -0.01], [0.00, 0.00, 0.00], [0.00, 0.02, 0.01], [0.52, 0.43, 0.08], [-0.13, -0.18, -0.02], [-0.13, 0.02, 0.07], [0.27, -0.12, 0.01], [-0.01, 0.02, 0.00], [0.12, 0.09, -0.01], [-0.02, 0.09, -0.04], [-0.27, -0.36, 0.09], [-0.07, -0.01, -0.08], [-0.15, 0.07, -0.02], [0.01, 0.04, -0.09], [0.02, -0.03, 0.01], [0.02, -0.02, 0.03], [-0.03, 0.04, -0.02], [-0.02, -0.03, 0.02], [0.05, -0.07, 0.01], [0.12, 0.03, -0.03], [0.06, 0.04, 0.04], [-0.02, -0.02, 0.05], [-0.04, 0.00, 0.03], [-0.06, 0.02, -0.15], [0.12, -0.31, -0.60], [0.01, -0.03, -0.01], [-0.04, -0.01, -0.02], [-0.03, -0.01, -0.01], [-0.34, -0.35, 0.05], [-0.02, -0.02, -0.06], [0.07, -0.05, -0.05], [0.00, 0.01, -0.02], [-0.01, 0.01, 0.00], [0.01, 0.00, -0.01], [-0.01, 0.00, 0.00], [0.01, 0.05, -0.01], [0.00, -0.01, -0.01], [0.00, 0.00, -0.01], [0.00, 0.01, -0.01], [-0.03, -0.01, -0.02], [-0.01, 0.02, -0.02], [-0.04, 0.06, 0.04], [-0.07, -0.23, -0.23], [0.19, -0.69, 0.38], [-0.01, 0.00, 0.00], [0.02, -0.01, 0.00], [0.01, -0.01, 0.00], [0.02, 0.02, -0.01], [0.02, 0.02, 0.00]], "lowdin_charge": [1.000, -0.004, -0.242, -0.188, -0.012, -0.652, 0.890, -0.022, -0.060, -0.139, -0.069, -0.174, 0.237, -0.152, 0.071, -0.009, 0.058, 0.042, -0.122, 0.205, 0.116, 0.086, 0.111, 0.119, 0.125, 0.127, 0.142, 0.133, 0.138, 0.082, 0.140, -0.073, 0.912, -0.360, -0.052, -0.028, -0.082, -0.081, -0.125, -0.350, -0.100, -0.063, -0.039, -0.046, -0.069, -0.346, 0.020, -0.006, -0.025, -0.091, -0.045, 0.135, 0.113, 0.126, 0.103, 0.128, 0.107, 0.110, 0.123, 0.125, 0.122, 0.105, 0.131, 0.134, 0.127, 0.111, -0.061, -0.168, -0.090, 0.050, 0.096, 0.081, 0.080, 0.141, 0.140]}


# 3
{"formula": "C34H31CoNP", "method": "ωB97M-V/def2-TZVPD", "molar_mass_g_mol": 543.5, "total_charge": 2, "homo_energy_ev": [-14.6535, -14.6539], "symbols": ["Co", "C", "C", "C", "C", "C", "C", "C", "C", "C", "H", "H", "H", "H", "H", "H", "H", "H", "H", "H", "H", "H", "C", "C", "C", "C", "C", "C", "P", "C", "C", "C", "C", "C", "C", "C", "C", "C", "C", "C", "C", "H", "H", "H", "H", "H", "H", "H", "H", "H", "H", "H", "H", "H", "H", "N", "C", "C", "C", "C", "C", "C", "C", "H", "H", "H", "H", "H"], "positions_angstrom": [[-0.27448, 0.45778, 1.30915], [-0.20462, 0.46085, 4.71869], [-0.38000, 1.20125, 3.42826], [0.75540, 1.74803, 2.77704], [0.63239, 2.54931, 1.63709], [1.78354, 3.31803, 1.07395], [-0.64986, 2.65700, 1.05105], [-1.78824, 2.11285, 1.64691], [-3.14458, 2.32125, 1.04689], [-1.63229, 1.34996, 2.82814], [0.34216, -0.46663, 4.55595], [-1.16179, 0.23359, 5.18250], [0.37848, 1.06572, 5.41320], [1.72417, 1.59085, 3.23439], [2.03442, 2.99690, 0.06167], [2.67010, 3.22612, 1.69638], [1.49869, 4.37025, 1.01891], [-0.75850, 3.24637, 0.14833], [-3.46440, 1.43611, 0.49541], [-3.14339, 3.16544, 0.36065], [-3.87883, 2.50610, 1.82994], [-2.50531, 0.91437, 3.29722], [-0.09083, -0.21409, -4.58133], [-0.49426, 0.83740, -3.76756], [-0.10886, 0.86683, -2.43690], [0.68616, -0.15436, -1.92126], [1.09196, -1.20783, -2.73988], [0.69968, -1.23479, -4.06988], [1.24211, -0.11603, -0.21673], [2.89941, 0.56900, -0.17891], [3.65552, 0.42872, 0.98809], [4.93324, 0.95619, 1.04514], [5.45917, 1.62274, -0.05727], [4.71390, 1.75345, -1.22006], [3.43060, 1.22898, -1.28615], [1.22739, -1.65640, 0.65395], [1.85344, -2.89601, 0.57027], [1.55676, -3.82145, 1.55545], [0.66385, -3.50459, 2.57849], [0.05940, -2.25516, 2.66272], [0.37420, -1.31374, 1.69235], [-0.39146, -0.23550, -5.62029], [-1.10670, 1.63185, -4.17241], [-0.43010, 1.68279, -1.79863], [1.71267, -2.00367, -2.34563], [1.01562, -2.04956, -4.70731], [3.25265, -0.11365, 1.83656], [5.52791, 0.83916, 1.94119], [6.46031, 2.03006, -0.01160], [5.13339, 2.25806, -2.07982], [2.85252, 1.32710, -2.19655], [2.54941, -3.13332, -0.22444], [2.01535, -4.80061, 1.53099], [0.43239, -4.25320, 3.32536], [-0.64629, -2.05504, 3.45832], [-1.53706, -0.35499, 0.21186], [-2.30571, -0.82408, -0.49772], [-3.25244, -1.38362, -1.40245], [-4.57031, -0.92166, -1.41883], [-5.46271, -1.48312, -2.31212], [-5.04264, -2.48973, -3.17436], [-3.72959, -2.94481, -3.15333], [-2.82314, -2.39504, -2.26672], [-4.89146, -0.14338, -0.73942], [-6.48763, -1.14035, -2.33601], [-5.74822, -2.92613, -3.86859], [-3.41576, -3.73076, -3.82600], [-1.79685, -2.73718, -2.23430]], "atomic_forces_ev_per_a": [[0.08, 0.49, -0.33], [-0.01, 0.08, 0.01], [0.17, -0.30, 0.10], [-0.10, -0.30, 0.17], [-0.11, 0.04, -0.10], [0.00, -0.01, -0.07], [0.07, 0.21, -0.08], [-0.07, 0.06, 0.08], [0.00, -0.02, -0.02], [-0.04, 0.02, 0.00], [0.05, 0.01, 0.04], [0.00, -0.04, -0.02], [-0.01, 0.03, 0.00], [0.04, 0.07, -0.07], [-0.04, 0.04, 0.06], [0.01, -0.03, -0.03], [0.01, 0.01, 0.04], [-0.01, -0.01, 0.01], [0.00, 0.01, 0.04], [0.00, 0.00, 0.00], [0.01, 0.01, 0.00], [0.01, -0.02, 0.00], [0.00, 0.00, 0.00], [-0.01, -0.01, -0.01], [0.01, 0.03, 0.04], [0.00, -0.10, 0.00], [-0.01, -0.01, 0.01], [0.00, 0.00, 0.00], [0.20, -0.03, 0.12], [-0.01, 0.03, 0.00], [-0.01, -0.02, -0.02], [0.01, 0.01, 0.00], [0.00, 0.00, 0.00], [0.00, 0.00, -0.01], [-0.02, 0.02, 0.02], [0.11, -0.14, -0.01], [-0.01, 0.00, -0.03], [0.04, -0.02, -0.04], [-0.03, 0.01, 0.04], [-0.05, 0.04, 0.02], [-0.06, -0.01, 0.10], [0.00, 0.00, 0.00], [0.00, 0.00, 0.00], [0.00, 0.00, -0.01], [0.00, 0.00, -0.01], [0.00, 0.00, 0.00], [0.01, 0.00, 0.00], [0.00, 0.00, 0.00], [0.00, 0.00, 0.00], [0.00, 0.00, 0.00], [0.01, 0.00, -0.01], [0.00, 0.00, 0.01], [-0.01, 0.00, 0.01], [0.00, 0.00, 0.00], [0.00, -0.01, 0.00], [-0.22, -0.06, 0.02], [-0.08, 0.05, 0.00], [0.08, -0.12, -0.06], [-0.01, 0.01, 0.03], [0.00, 0.00, -0.01], [0.00, 0.00, 0.00], [0.00, 0.01, 0.00], [0.01, 0.01, 0.00], [0.01, 0.00, 0.00], [0.00, 0.00, 0.00], [0.00, 0.00, 0.00], [0.00, 0.00, 0.00], [0.00, 0.00, 0.00]], "lowdin_charge": [0.283, 0.003, -0.246, -0.011, -0.248, 0.007, -0.017, -0.257, 0.010, 0.004, 0.080, 0.102, 0.109, 0.150, 0.083, 0.100, 0.114, 0.145, 0.068, 0.101, 0.108, 0.153, -0.044, -0.051, -0.097, -0.363, -0.067, -0.049, 1.139, -0.342, -0.088, -0.050, -0.038, -0.044, -0.078, -0.353, -0.040, -0.047, -0.037, -0.065, -0.192, 0.120, 0.117, 0.097, 0.110, 0.120, 0.112, 0.119, 0.121, 0.120, 0.112, 0.117, 0.120, 0.121, 0.105, 0.184, -0.003, -0.200, -0.012, -0.039, -0.028, -0.039, -0.010, 0.115, 0.122, 0.123, 0.121, 0.121]}